(1)
Molecular formula: C20H45ClF5N14O20S
Method: DFT, ωB97M-V/def2-TZVPD

Output
* frontier orbital gap: 9.5076 eV
* lowest unoccupied orbital energy: -2.70 eV
* charge: +1

Each line ends with the Mulliken charge.
Cartesian coordinates (Å):
C1 -4.5187 4.0962 -4.1333  -1.34
C2 -3.1943 3.8164 -3.4180  -0.47
C3 -3.3857 3.2469 -1.9963  -1.02
N1 -3.0355 1.8094 -1.9630  0.29
C4 -1.6125 1.4963 -1.8355  -1.80
C5 -1.1745 1.0675 -0.4409  -0.33
C6 -1.2812 2.1834 0.6127  -0.80
C7 -1.4323 1.5617 1.9882  0.85
F1 -0.6774 0.4461 2.1017  -0.34
F2 -2.7383 1.2411 2.1810  -0.34
C8 -1.0022 2.5152 3.1398  0.61
F3 -1.6616 2.1798 4.2723  -0.25
F4 -1.2471 3.8004 2.8529  -0.24
F5 0.3140 2.3636 3.3914  -0.27
C9 -4.0187 0.9470 -2.0851  0.51
N2 -5.3202 1.2394 -2.2496  -0.43
C10 -5.9819 0.1182 -2.3667  -0.12
N3 -5.1662 -0.9390 -2.2749  -0.35
S1 -5.6393 -2.5788 -2.3975  -0.05
N4 -3.9065 -0.4243 -2.0850  0.32
Cl1 -2.6461 -1.5177 -1.8927  0.24
H1 -4.4084 4.0470 -5.2097  0.37
H2 -4.9075 5.0759 -3.8845  0.33
H3 -5.2376 3.3379 -3.8415  0.32
H4 -2.5704 4.7037 -3.3995  0.56
H5 -2.6512 3.0772 -4.0001  0.25
H6 -2.7324 3.7855 -1.3213  0.29
H7 -4.4029 3.3846 -1.6547  0.80
H8 -1.0717 2.3764 -2.1616  0.63
H9 -1.3301 0.7138 -2.5331  0.60
H10 -1.7470 0.2182 -0.0899  0.50
H11 -0.1249 0.8075 -0.5175  0.40
H12 -2.1476 2.8029 0.4135  0.39
H13 -0.4063 2.8253 0.6043  0.18
H14 -7.0368 0.0102 -2.5311  0.49
H15 -5.0992 -3.0744 -1.2642  0.19
C11 3.0392 4.2535 -0.3980  -0.80
N5 1.9982 3.9392 -1.4087  0.91
O1 1.4885 4.8550 -2.0108  -0.56
O2 1.7280 2.7648 -1.5781  -0.39
H16 3.1737 5.3278 -0.3677  0.32
H17 2.7118 3.8727 0.5654  0.27
H18 3.9448 3.7556 -0.7289  0.30
C12 -0.0460 -4.9624 0.2309  -0.78
N6 -1.1020 -4.3311 -0.6055  0.88
O3 -2.2521 -4.4089 -0.2403  -0.51
O4 -0.7487 -3.7601 -1.6257  -0.52
H19 -0.5110 -5.4255 1.0926  0.28
H20 0.4567 -5.7020 -0.3850  0.31
H21 0.6421 -4.1774 0.5304  0.33
C13 4.1669 1.3469 -3.3382  -0.73
N7 4.9782 2.5627 -3.6187  1.01
O5 5.8070 2.4996 -4.4914  -0.57
O6 4.7582 3.5549 -2.9454  -0.56
H22 4.4820 0.5633 -4.0165  0.31
H23 4.3487 1.0650 -2.3045  0.31
H24 3.1275 1.5996 -3.4927  0.24
C14 -2.0761 3.8062 6.5644  -0.77
N8 -2.2584 4.3157 7.9514  0.89
O7 -1.9745 5.4725 8.1690  -0.52
O8 -2.6809 3.5274 8.7676  -0.53
H25 -1.6959 4.6137 5.9498  0.33
H26 -1.3719 2.9838 6.6117  0.30
H27 -3.0449 3.4675 6.2125  0.30
C15 2.9478 5.3597 -5.3109  -0.79
N9 2.1088 4.1349 -5.2870  0.96
O9 2.6283 3.0863 -4.9661  -0.53
O10 0.9411 4.2634 -5.5866  -0.56
H28 3.9600 5.0991 -5.0214  0.28
H29 2.9171 5.7521 -6.3216  0.29
H30 2.5085 6.0579 -4.6102  0.30
C16 -0.0636 -5.0326 4.8744  -0.53
N10 0.3661 -5.5250 3.5412  0.95
O11 -0.3694 -6.2907 2.9434  -0.61
O12 1.4314 -5.1347 3.1174  -0.53
H31 -1.0285 -5.4668 5.1053  0.32
H32 0.6944 -5.3438 5.5995  0.15
H33 -0.1239 -3.9496 4.8149  0.26
C17 -0.3902 7.5561 -6.8372  -0.74
N11 0.1760 7.6829 -5.4679  0.95
O13 1.3771 7.8281 -5.3635  -0.57
O14 -0.6021 7.6254 -4.5442  -0.52
H34 0.4206 7.6237 -7.5520  0.30
H35 -0.8838 6.5909 -6.8922  0.27
H36 -1.1008 8.3659 -6.9709  0.31
C18 2.1004 -8.6278 6.9655  -0.74
N12 1.4480 -7.2894 6.9730  0.91
O15 0.2935 -7.2104 7.3297  -0.52
O16 2.1240 -6.3401 6.6157  -0.59
H37 1.3799 -9.3604 7.3065  0.32
H38 2.4170 -8.8277 5.9467  0.32
H39 2.9487 -8.5766 7.6283  0.28
C19 6.2827 -11.0120 8.2964  -0.69
N13 5.1720 -10.4094 7.5105  0.85
O17 4.0424 -10.5077 7.9504  -0.53
O18 5.4637 -9.8555 6.4765  -0.50
H40 5.8655 -11.4662 9.1866  0.32
H41 6.7620 -11.7522 7.6636  0.28
H42 6.9727 -10.2126 8.5478  0.28
C20 0.0589 -3.2573 -4.6440  -0.55
N14 0.8842 -2.0235 -4.7389  0.92
O19 1.8330 -2.0244 -5.4840  -0.53
O20 0.5375 -1.0870 -4.0420  -0.53
H43 0.4675 -4.0087 -5.3089  0.31
H44 0.0963 -3.5827 -3.6112  0.16
H45 -0.9536 -2.9920 -4.9328  0.25

(2)
Molecular formula: C20H45N2OP3SSc
Method: DFT, ωB97M-V/def2-TZVPD

Output
* frontier orbital gap: 4.2206 eV
* lowest unoccupied orbital energy: -11.06 eV
* charge: +3
* energy relative to the best compared isomer or geometry (same formula, charge and spin): 144.1 kJ/mol

Each line ends with the Mulliken charge.
Cartesian coordinates (Å):
Sc1 0.0117 0.1136 -0.7026  -0.95
P1 0.4604 -2.3485 -1.4065  1.37
P2 2.5261 -0.0310 0.4097  1.23
P3 -2.5469 0.4174 -1.2532  1.40
H1 1.7386 2.0339 -1.7989  0.57
C1 0.6866 2.1890 -1.5264  -0.51
C2 0.2975 2.5349 -0.2281  -0.40
H2 1.0181 2.7290 0.5674  0.29
C3 1.1869 -1.9534 -3.0393  -1.11
C4 1.5111 -3.7044 -0.7954  -1.48
C5 -1.0735 -3.2327 -1.8636  -1.15
C6 3.2916 1.3541 1.3485  -1.36
C7 2.8674 -1.3922 1.5958  -0.95
C8 3.8798 -0.3248 -0.8062  -1.35
C9 -3.2745 2.0255 -0.7787  -1.41
C10 -3.7996 -0.7754 -0.6341  -1.20
C11 -2.9424 0.3908 -3.0217  -0.88
H3 0.0132 2.3271 -2.3786  0.52
H4 -0.7144 2.8869 -0.0087  0.14
H5 1.2990 -2.9005 -3.5808  0.47
H6 2.1684 -1.4845 -2.9101  0.35
H7 0.5298 -1.2913 -3.6240  0.08
H8 1.2992 -4.5882 -1.4131  0.53
H9 1.2648 -3.9291 0.2515  0.43
H10 2.5743 -3.4458 -0.8706  0.40
H11 -0.7793 -4.2194 -2.2536  0.55
H12 -1.6280 -2.6694 -2.6267  0.32
H13 -1.7046 -3.3554 -0.9707  0.31
H14 4.3890 1.2839 1.2859  0.46
H15 3.0019 1.3402 2.4094  0.29
H16 2.9853 2.3154 0.9195  0.43
H17 3.9220 -1.3675 1.8997  0.46
H18 2.6506 -2.3634 1.1373  0.18
H19 2.2391 -1.2928 2.4887  0.12
H20 4.8492 -0.3060 -0.2863  0.51
H21 3.8714 0.4746 -1.5582  0.42
H22 3.7662 -1.2868 -1.3218  0.30
H23 -4.1517 2.2191 -1.4121  0.43
H24 -2.5391 2.8250 -0.9292  0.38
H25 -3.5707 2.0117 0.2789  0.37
H26 -4.7753 -0.5103 -1.0682  0.43
H27 -3.8557 -0.7455 0.4622  0.45
H28 -3.5281 -1.7934 -0.9456  0.29
H29 -3.9670 0.7504 -3.1537  0.56
H30 -2.8312 -0.6252 -3.4104  0.37
H31 -2.2541 1.0399 -3.5680  -0.31
C12 -0.5653 1.3195 -5.5373  0.66
C13 0.0760 0.6022 -6.5544  -0.40
C14 -0.0848 1.0249 -7.8899  -0.64
C15 -0.8945 2.1274 -8.1965  -0.54
C16 -1.6123 2.7644 -7.1856  -0.68
C17 -1.4792 2.3306 -5.8556  -0.17
O1 -0.3698 1.0702 -4.1737  -0.15
H32 0.4600 0.5906 -3.9247  0.15
H33 0.6534 -0.2899 -6.2935  0.33
H34 0.4157 0.4859 -8.6797  0.41
H35 -0.9716 2.4769 -9.2270  0.41
H36 -2.2928 3.5869 -7.4214  0.39
H37 -2.0848 2.7475 -5.0547  0.34
C18 0.8905 1.1891 4.4523  -1.26
N1 -0.1330 0.8947 3.4453  -0.06
C19 -0.5041 -0.3469 3.1080  0.49
S1 -1.1259 -0.6805 1.5008  -0.24
N2 -0.3766 -1.3776 3.9859  -0.15
C20 -0.6501 -1.2631 5.4154  -0.93
H38 1.5502 0.3246 4.6173  0.45
H39 0.4076 1.4785 5.3935  0.37
H40 1.4875 2.0240 4.0946  0.39
H41 -0.2885 1.5836 2.7012  0.21
H42 -0.6519 -2.2861 3.5917  0.28
H43 -1.6189 -1.7060 5.6516  0.34
H44 0.0991 -1.8216 5.9735  0.32
H45 -0.6407 -0.2275 5.7608  0.36

(3)
Molecular formula: C20H46Br10N2O6
Method: DFT, ωB97M-V/def2-TZVPD

Output
* frontier orbital gap: 9.3817 eV
* lowest unoccupied orbital energy: -0.31 eV
* SMILES: C[N+](=O)[O-].C[N+](=O)[O-].BrCCBr.BrCCBr.BrCCBr.BrCCBr.BrCCBr.CCOCC.CCOCC

Each line ends with the Mulliken charge.
Cartesian coordinates (Å):
C1 -1.9378 -4.0369 -0.8719  -0.40
N1 -2.9839 -4.2427 -1.9063  1.07
O1 -3.7761 -5.1614 -1.7089  -0.60
O2 -2.9375 -3.6586 -2.9669  -0.57
H1 -2.3176 -4.4134 0.0780  0.32
H2 -1.9576 -2.9670 -0.6649  -0.11
H3 -0.9575 -4.4845 -1.0360  0.27
C2 0.3961 0.6701 0.6187  -0.20
N2 0.0309 -0.5123 -0.1756  1.14
O3 0.6195 -1.5545 0.1195  -0.56
O4 -0.7935 -0.3980 -1.0320  -0.31
H4 1.4422 0.6331 0.9225  -0.12
H5 -0.3688 0.8862 1.3646  0.14
H6 0.2873 1.5186 -0.0568  -0.16
Br1 3.5240 1.2393 -1.8159  -0.02
C3 3.1887 3.2701 -2.3710  -0.88
C4 1.9353 3.8162 -1.6300  -0.31
Br2 1.6168 5.7308 -2.2638  -0.18
H7 2.9974 3.2953 -3.4438  0.39
H8 4.1054 3.8351 -2.2020  0.46
H9 1.9660 3.7642 -0.5417  0.41
H10 1.0980 3.2321 -2.0118  0.14
Br3 3.7244 -0.9137 1.3560  0.03
C5 5.5286 -1.6889 0.9414  -0.48
C6 6.0423 -0.9194 -0.2053  -0.18
Br4 7.6723 -1.8419 -1.0301  -0.18
H11 5.2647 -2.7160 0.6895  0.30
H12 6.1034 -1.5862 1.8618  0.42
H13 6.4155 0.0829 0.0051  0.43
H14 5.2593 -0.8423 -0.9597  -0.26
Br5 1.0659 -4.0210 -3.2301  -0.17
C7 1.8763 -2.1917 -3.0886  -0.20
C8 3.3501 -2.2681 -3.5476  -0.21
Br6 4.3042 -3.4839 -2.3258  -0.15
H15 1.7387 -1.9649 -2.0314  0.08
H16 1.2300 -1.5947 -3.7320  -0.01
H17 3.6962 -1.2423 -3.4210  0.19
H18 3.4770 -2.6427 -4.5633  0.45
Br7 -2.8724 2.0749 2.5587  -0.16
C9 -2.0817 3.6924 1.7374  -0.63
C10 -2.1519 3.5393 0.2271  -0.32
Br8 -1.4339 5.2542 -0.5556  -0.17
H19 -1.0416 3.8384 2.0287  0.37
H20 -2.6834 4.5278 2.0955  0.51
H21 -3.1919 3.3942 -0.0652  0.49
H22 -1.6227 2.6590 -0.1377  -0.04
Br9 -2.4572 1.9604 -3.4674  -0.13
C11 -1.8238 0.3528 -4.4647  -0.66
C12 -0.7809 0.7293 -5.5134  -0.68
Br10 1.0001 1.1716 -4.6007  -0.16
H23 -2.7199 0.0119 -4.9832  0.44
H24 -1.5881 -0.5547 -3.9089  0.33
H25 -1.0608 1.6677 -5.9922  0.45
H26 -0.5795 -0.0197 -6.2793  0.41
C13 -2.7847 -2.2670 2.5616  -1.21
C14 -3.8971 -1.5036 1.7718  0.16
O5 -3.9752 -1.9228 0.4322  -0.22
C15 -4.9465 -1.1205 -0.2799  -0.75
C16 -4.1998 -0.2658 -1.3462  -0.34
H27 -1.7799 -2.1315 2.1615  0.09
H28 -2.5510 -1.7735 3.5050  0.46
H29 -3.0017 -3.3094 2.7948  0.38
H30 -4.8485 -1.6570 2.2810  0.39
H31 -3.5992 -0.4572 1.8386  -0.16
H32 -5.7084 -1.7762 -0.7014  0.34
H33 -5.5327 -0.4448 0.3429  0.40
H34 -3.5231 0.2822 -0.6905  0.00
H35 -4.7416 0.4831 -1.9238  0.41
H36 -3.4804 -0.7763 -1.9865  0.02
C17 0.6475 -1.4185 3.9194  -0.71
C18 1.4506 -0.2089 4.2563  -0.26
O6 0.6857 0.9984 4.1111  -0.11
C19 1.1345 2.0376 4.9680  -0.33
C20 0.4087 3.3155 4.7476  -1.08
H37 1.3158 -2.2775 3.9787  0.40
H38 -0.2179 -1.6007 4.5566  0.36
H39 0.3335 -1.3500 2.8778  -0.18
H40 1.7507 -0.3587 5.2934  0.46
H41 2.3061 -0.1839 3.5813  -0.01
H42 0.8482 1.7956 5.9916  0.26
H43 2.2207 2.0576 4.8798  0.37
H44 0.9376 3.8695 3.9720  0.25
H45 0.5790 3.8234 5.6968  0.42
H46 -0.6675 3.2144 4.6069  0.19